1.
{"formula": "C3H7NO2", "method": "wB97M-V/def2-TZVPD", "e_above_lowest_ev": 0.978, "lumo_ev": 0.88, "smiles": "COCC(N)=O", "e_homo_ev": -9.890, "species": ["C", "O", "C", "C", "N", "O", "H", "H", "H", "H", "H", "H", "H"], "xyz": [[0.27731, -2.03904, 0.09002], [0.54328, -0.65549, 0.10301], [-0.64440, 0.09534, 0.17769], [-0.34336, 1.58684, 0.19034], [0.70100, 1.95675, -0.59608], [-1.04522, 2.37073, 0.80182], [-0.22052, -2.34570, -0.84199], [-0.36526, -2.32821, 0.93485], [1.23190, -2.56177, 0.17438], [-1.21273, -0.13404, 1.08814], [-1.28937, -0.11324, -0.69286], [1.01206, 2.91359, -0.52704], [1.35533, 1.25425, -0.90227]]}

***

2.
{"formula": "C10H37O11P", "method": "wB97M-V/def2-TZVPD", "e_above_lowest_ev": 16.071, "lumo_ev": -0.13, "e_homo_ev": -8.077, "species": ["C", "O", "H", "H", "H", "H", "C", "O", "H", "H", "H", "H", "C", "O", "H", "H", "H", "H", "C", "O", "H", "H", "H", "H", "C", "O", "H", "H", "H", "H", "C", "O", "H", "H", "H", "H", "C", "O", "H", "H", "H", "H", "C", "O", "P", "O", "O", "C", "O", "C", "H", "H", "H", "H", "H", "H", "H", "H", "H"], "xyz": [[11.81234, -8.70824, 7.02119], [12.17910, -7.29125, 6.87819], [12.16649, -9.25487, 7.89520], [10.72792, -8.78470, 7.10042], [12.14982, -9.28821, 6.16221], [12.97905, -7.18361, 6.35849], [13.88644, -5.70222, 9.39247], [12.97345, -4.66963, 8.99427], [14.63954, -5.37007, 10.10704], [13.34966, -6.46135, 9.96142], [14.34182, -6.22730, 8.55282], [12.33718, -5.04078, 8.37863], [14.22976, -9.08752, 8.28673], [15.21021, -9.70728, 9.04127], [14.57257, -8.05836, 8.18000], [14.08600, -9.42859, 7.26150], [13.28955, -9.06671, 8.83781], [14.91268, -10.61214, 9.16085], [14.61960, -7.04619, 6.60260], [13.68838, -7.58363, 5.67608], [15.30462, -7.79760, 6.99534], [15.21378, -6.20973, 6.23467], [14.08912, -6.62004, 7.45411], [14.20161, -7.99186, 4.97499], [17.12503, -8.61880, 6.36371], [17.79002, -9.80482, 5.96274], [16.87272, -7.99820, 5.50388], [16.23027, -8.87217, 6.93233], [17.73008, -7.99619, 7.02277], [17.46945, -10.10004, 5.10735], [15.73199, -7.66980, 3.93328], [14.67468, -8.60745, 4.20330], [15.81216, -7.52918, 2.85537], [15.73714, -6.72641, 4.47924], [16.73668, -8.00323, 4.19314], [14.82340, -9.42878, 3.72909], [14.69319, -4.10932, 7.02224], [13.82789, -3.50416, 6.04989], [15.62810, -3.54972, 6.99247], [14.26011, -4.20472, 8.01795], [14.88080, -5.12140, 6.66365], [13.72157, -2.56742, 6.23106], [17.18187, -5.75515, 5.07199], [16.81079, -4.80172, 6.11300], [16.83130, -5.23651, 7.68262], [15.80846, -6.27420, 8.05228], [16.73576, -3.75908, 8.39837], [15.81338, -3.42643, 9.42619], [18.37580, -5.73093, 7.93325], [18.85843, -6.06900, 9.23584], [18.19093, -5.73972, 4.66012], [16.48841, -5.60452, 4.24462], [17.00483, -6.78683, 5.37596], [16.27423, -2.73244, 10.12911], [15.62201, -4.34331, 9.98371], [14.87373, -3.07966, 8.99617], [19.56508, -6.89869, 9.21683], [17.99464, -6.39063, 9.81766], [19.32188, -5.19293, 9.68951]]}

***

3.
{"formula": "C4H6N2O2", "method": "wB97M-V/def2-TZVPD", "e_above_lowest_ev": 4.804, "lumo_ev": 0.81, "smiles": "NC1=C(O)[C@H]2O[C@@]12N", "e_homo_ev": -7.034, "species": ["N", "C", "C", "O", "C", "O", "C", "N", "H", "H", "H", "H", "H", "H"], "xyz": [[-0.25500, 2.02422, -0.22969], [-0.27425, 0.68070, 0.00621], [-1.22960, -0.26827, 0.13148], [-2.52126, -0.19368, 0.38382], [-0.42064, -1.48936, -0.19272], [0.54283, -1.29551, -1.30461], [0.80281, -0.34555, -0.35068], [2.05907, -0.36649, 0.24539], [0.40076, 2.59134, 0.29437], [-1.16306, 2.47486, -0.28212], [-2.90258, -1.07404, 0.23881], [-0.12667, -2.19093, 0.57773], [2.69266, -1.06078, -0.13062], [2.39493, 0.51350, 0.61262]]}

***

4.
{"formula": "C31H37BHfN8S2", "method": "wB97M-V/def2-TZVPD", "e_above_lowest_ev": 0.869, "lumo_ev": 0.45, "e_homo_ev": -7.383, "species": ["Hf", "C", "N", "C", "C", "N", "C", "C", "C", "C", "C", "C", "C", "S", "C", "C", "C", "C", "C", "C", "S", "H", "H", "H", "H", "H", "H", "H", "H", "H", "H", "H", "H", "H", "H", "H", "H", "H", "H", "C", "C", "N", "N", "C", "B", "N", "C", "C", "C", "N", "N", "C", "C", "C", "N", "H", "H", "H", "H", "H", "H", "H", "H", "H", "H", "C", "C", "C", "C", "C", "C", "H", "H", "H", "H", "H", "H", "H", "H", "H"], "xyz": [[0.03498, -0.16232, -0.04666], [1.44298, 0.74870, 2.60043], [1.60881, 1.27909, 1.23127], [3.05567, 1.24558, 0.86624], [3.48080, -0.04548, 0.22116], [2.66789, -0.29568, -0.96630], [3.03553, 0.68218, -2.02796], [2.85728, -1.59680, -1.58624], [4.05818, -2.28279, -1.49186], [4.20582, -3.51274, -2.12166], [3.15198, -4.02713, -2.86084], [1.96238, -3.32114, -2.96944], [1.78952, -2.09182, -2.33804], [0.26324, -1.21280, -2.45600], [1.16919, 2.67890, 1.10971], [1.41459, 3.56754, 2.14371], [1.05086, 4.90168, 2.02180], [0.45754, 5.33592, 0.84663], [0.22729, 4.44505, -0.19009], [0.56860, 3.09977, -0.08091], [0.23150, 1.97616, -1.40600], [2.17101, 1.17381, 3.29559], [1.58993, -0.33545, 2.59463], [0.43604, 0.97668, 2.92642], [3.64872, 1.42212, 1.76999], [3.24514, 2.08507, 0.20250], [3.37720, -0.87694, 0.91838], [4.54976, 0.03885, -0.01958], [4.08914, 0.52118, -2.28487], [2.86766, 1.70245, -1.70616], [2.40265, 0.50396, -2.89268], [4.87849, -1.87177, -0.91862], [5.13810, -4.05530, -2.03592], [3.25354, -4.98552, -3.35340], [1.13802, -3.73219, -3.53841], [1.88008, 3.22546, 3.05787], [1.23182, 5.58991, 2.83656], [0.16107, 6.37114, 0.73577], [-0.25588, 4.78438, -1.09719], [1.58460, -4.51122, 0.57810], [1.82590, -3.14396, 0.67517], [0.72163, -2.43330, 0.46958], [-0.26900, -3.34651, 0.23861], [0.23844, -4.58341, 0.29723], [-1.77986, -3.02124, 0.37078], [-2.35555, -2.10144, -0.72697], [-3.26658, -2.35547, -1.67044], [-3.54637, -1.18443, -2.34765], [-2.73762, -0.23096, -1.73677], [-2.02915, -0.79216, -0.75711], [-1.93029, -2.28992, 1.70913], [-2.78629, -2.52909, 2.70818], [-2.55478, -1.60762, 3.70762], [-1.52059, -0.81914, 3.20630], [-1.13122, -1.23427, 2.00314], [2.28670, -5.31714, 0.68593], [2.76151, -2.65814, 0.87549], [-0.41616, -5.42781, 0.16444], [-2.39000, -4.05663, 0.36713], [-3.67640, -3.34680, -1.76634], [-4.24213, -1.04202, -3.15406], [-2.60422, 0.82029, -1.93770], [-3.48776, -3.34273, 2.63438], [-3.05863, -1.51987, 4.65331], [-1.06542, 0.04082, 3.65874], [-4.31933, 2.05482, 2.61322], [-3.05259, 2.85877, 2.29272], [-3.41704, 4.06151, 1.41386], [-2.41674, 3.35840, 3.59651], [-2.09066, 1.99484, 1.58897], [-1.28540, 1.27678, 1.03136], [-5.02670, 2.68008, 3.16440], [-4.08290, 1.17704, 3.21619], [-4.80072, 1.71314, 1.69614], [-4.13196, 4.70171, 1.93736], [-3.86936, 3.73152, 0.47802], [-2.52917, 4.64859, 1.17732], [-3.11743, 4.00626, 4.12932], [-1.50750, 3.92572, 3.38964], [-2.16240, 2.52242, 4.25110]]}

***

5.
{"formula": "C7H12Si", "method": "wB97M-V/def2-TZVPD", "e_above_lowest_ev": 3.117, "lumo_ev": [0.00, 0.00], "smiles": "CCC1=C([SiH3])CC=C1", "e_homo_ev": [-7.570, -7.605], "species": ["C", "C", "C", "C", "Si", "C", "C", "C", "H", "H", "H", "H", "H", "H", "H", "H", "H", "H", "H", "H"], "xyz": [[-2.15749, -1.30789, -0.36516], [-1.26171, -0.86368, 0.88204], [-0.46008, 0.38027, 0.59924], [1.06987, 0.20433, -0.08347], [2.16834, -1.30386, -0.09714], [1.37827, 1.59899, -0.45819], [0.09649, 2.36611, -0.34675], [-0.86674, 1.62088, 0.23487], [-3.07093, -1.75328, 0.11659], [-1.51664, -1.89049, -1.03421], [-2.36075, -0.38729, -0.89078], [-0.75678, -1.77494, 1.28275], [-2.11783, -0.60533, 1.58226], [1.41813, -2.40641, 0.48279], [3.44835, -0.94421, 0.64468], [2.83750, -1.86736, -1.28415], [1.89384, 1.72163, -1.37765], [2.11643, 1.84344, 0.28839], [-0.04960, 3.35185, -0.65593], [-1.80864, 2.01724, 0.47982]]}

***

6.
{"formula": "C3H8S2", "method": "wB97M-V/def2-TZVPD", "spin_multiplicity": 2, "e_above_lowest_ev": 1.790, "lumo_ev": [3.70, 3.69], "e_homo_ev": [-0.091, -3.451], "charge": -1, "species": ["C", "C", "H", "H", "H", "H", "C", "S", "S", "H", "H", "H", "H"], "xyz": [[2.53200, 0.33098, -1.26873], [3.37446, 0.43760, -0.26130], [1.47712, 0.53496, -1.10156], [2.79348, 0.10819, -2.29042], [2.99515, 0.85736, 0.66112], [4.42035, 0.21121, -0.43243], [-0.18194, -1.44759, 1.15186], [-1.34710, -0.93019, -0.16342], [-1.55464, 1.26377, 0.17453], [0.43568, -2.19160, 0.65254], [0.44876, -0.59984, 1.40928], [-0.65096, -2.02630, 1.94288], [-0.34462, 1.62522, -0.28302]]}

***

no.,E (eV)
1,-8809.5504
2,-42764.0262
3,-11316.2381
4,-68325.8460
5,-15327.3867
6,-24909.7932